Formula: CH2NO3S
Source: the OMol25 dataset
Level of theory: the ωB97M-V functional and the def2-TZVPD basis

XYZ file:
```
8
Properties=species:S:1:pos:R:3
C 0.917 -1.390 0.152
N 0.748 -0.054 -0.052
O -2.202 1.325 0.554
O 1.954 -1.955 -0.261
O -0.706 2.331 -1.390
S -1.414 1.241 -0.699
H 0.335 -1.980 0.997
H 0.368 0.481 0.699
```

Calculated values
- charge = -1
- orbital gap (spin up / spin down) (eV) = 7.2 / 7.2
- ΔE to the lowest compared entry with this formula, charge and spin (kcal/mol) = 43.2

---

Formula: CH2NO3S
Source: the OMol25 dataset
Level of theory: the ωB97M-V functional and the def2-TZVPD basis

XYZ file:
```
8
Properties=species:S:1:pos:R:3
C 3.225 -0.153 -0.014
N 0.501 0.305 -0.667
O 2.809 -0.890 0.757
O 3.772 0.577 -0.716
O 0.296 -1.128 -0.584
S -0.443 1.246 0.311
H 0.925 -1.366 0.264
H -1.680 1.421 -0.161
```

Calculated values
- charge = -1
- orbital gap (eV) = 5.8
- ΔE to the lowest compared entry with this formula, charge and spin (kcal/mol) = 72.3

---

Formula: CH2NO3S
Source: the OMol25 dataset
Level of theory: the ωB97M-V functional and the def2-TZVPD basis

XYZ file:
```
8
Properties=species:S:1:pos:R:3
C -0.250 0.779 -0.612
N 0.472 1.392 0.347
O -3.398 0.391 -0.983
O -2.884 -1.453 0.612
O -0.944 1.640 0.278
S -3.122 0.000 0.384
H 0.006 1.092 -1.560
H -0.580 -0.186 -0.669
```

Calculated values
- charge = -1
- orbital gap (spin up / spin down) (eV) = 4.8 / 8.6
- ΔE to the lowest compared entry with this formula, charge and spin (kcal/mol) = 119.1

---

Formula: CH2NO3S
Source: the OMol25 dataset
Level of theory: the ωB97M-V functional and the def2-TZVPD basis

XYZ file:
```
8
Properties=species:S:1:pos:R:3
N -0.558 0.830 -0.768
C -0.007 0.476 0.476
O 0.153 1.511 1.302
S -0.014 -1.364 0.764
O -0.184 -1.737 -0.696
O 1.293 -1.672 1.440
H -0.399 1.844 -1.036
H -0.284 0.112 -1.481
```

Calculated values
- charge = -1
- orbital gap (eV) = 7.8
- SMILES = NC([O-])=S(=O)=O
- ΔE to the lowest compared entry with this formula, charge and spin (kcal/mol) = 22.0

---

Formula: CH2NO4P
Source: the OMol25 dataset
Level of theory: the ωB97M-V functional and the def2-TZVPD basis

XYZ file:
```
9
Properties=species:S:1:pos:R:3
C -0.634 -1.359 0.228
N -0.354 -0.281 -0.491
O -0.189 2.309 -0.561
O 0.507 1.331 1.667
O -1.051 -2.393 -0.368
O 1.922 0.758 -0.409
P 0.637 1.244 0.179
H -0.502 -1.249 1.294
H -0.337 -0.359 -1.538
```

Calculated values
- spin multiplicity = 3
- charge = -2
- orbital gap (spin up / spin down) (eV) = 3.1 / 6.4
- ΔE to the lowest compared entry with this formula, charge and spin (kcal/mol) = 0.0

---

Formula: CH2NO4S
Source: the OMol25 dataset
Level of theory: the ωB97M-V functional and the def2-TZVPD basis

XYZ file:
```
9
Properties=species:S:1:pos:R:3
C -4.992 -0.698 0.011
N 0.386 1.021 -0.755
O -4.661 -1.068 -1.021
O -5.440 -0.359 1.015
O -0.716 2.770 0.754
O -2.151 0.790 0.118
S -0.831 1.305 0.596
H 0.709 0.100 -0.855
H 1.211 1.538 -0.645
```

Calculated values
- charge = -1
- orbital gap (eV) = 6.3
- ΔE to the lowest compared entry with this formula, charge and spin (kcal/mol) = 6.6